# 1
This record from OMol25 describes a structure of composition C39H39BrF4GeN3OPRbTe at a distorted geometry. The level of theory is ωB97M-V/def2-TZVPD.

Properties
net charge	-1
LUMO (spin up / spin down)	1.766 / 1.766	eV
gap between HOMO and LUMO (spin up / spin down)	3.926 / 3.925	eV
HOMO energy (spin up / spin down)	-2.2 / -2.2	eV

The geometry in XYZ format:
```
91
Properties=species:S:1:pos:R:3:forces:R:3
Rb -0.406321 0.907101 -0.657570 -0.361 0.192 -0.684
F 7.200879 0.250101 -2.075070 -0.191 0.014 0.151
C 6.069779 0.419401 -1.376970 0.034 0.007 -0.340
C 6.108779 0.513201 -0.007070 -0.188 -0.003 0.571
F 7.284779 0.450601 0.633430 -0.140 0.011 -0.122
C 4.932779 0.688601 0.719130 -0.647 0.078 -1.087
F 5.096479 0.846201 2.039930 0.103 -0.011 -0.225
C 3.643179 0.762201 0.115530 0.989 0.134 -0.010
P 2.160379 0.907101 1.316730 -0.211 0.230 -1.331
C 1.893179 2.705401 1.345530 0.468 1.007 -0.116
C 0.573179 3.170501 1.475930 5.684 -0.233 1.900
C 0.287779 4.538301 1.491330 3.139 2.451 0.551
C 1.318379 5.465501 1.374030 -0.451 -0.366 -0.034
C 2.633079 5.025101 1.249530 0.561 -0.624 -0.005
C 2.918779 3.656001 1.239230 0.210 0.706 -0.223
C 2.710979 0.453701 2.979830 0.634 -0.400 0.849
C 2.971579 -0.902099 3.253430 -0.031 0.082 0.315
C 3.364879 -1.322399 4.527730 -0.115 0.241 -0.335
C 3.495579 -0.396099 5.557230 0.006 0.070 -0.021
C 3.226079 0.947001 5.314230 -0.187 -0.162 -0.364
C 2.829879 1.366001 4.039630 0.017 -0.058 0.181
C 3.636079 0.711301 -1.333670 0.604 -0.216 0.065
Br 2.160979 0.907101 -2.632270 0.900 0.171 1.609
C 4.856879 0.527701 -2.032170 -1.084 0.164 0.373
F 4.873979 0.458901 -3.374570 0.123 0.007 0.473
H -0.253821 2.468101 1.568130 2.099 -0.233 -0.415
H -0.740321 4.876301 1.593830 0.964 1.125 0.483
H 1.097779 6.529701 1.383130 0.009 -0.124 0.017
H 3.440779 5.747901 1.164230 -0.057 -0.149 0.000
H 3.959779 3.356201 1.164130 -0.001 -0.069 -0.126
H 2.868779 -1.653499 2.472930 -0.027 0.179 -0.013
H 3.565779 -2.373999 4.714430 -0.033 0.133 -0.064
H 3.802079 -0.719699 6.548230 -0.031 0.029 -0.122
H 3.320279 1.674701 6.116230 -0.029 -0.079 -0.142
H 2.619979 2.423301 3.900730 0.022 -0.149 -0.244
C -4.357021 1.449201 0.935730 -0.686 -0.528 0.065
Ge -3.375321 3.122801 0.823230 1.412 -0.319 -0.360
C -3.525121 3.841601 -0.976370 -0.704 0.207 -0.257
C -4.117621 4.394701 2.091630 -0.759 0.483 0.510
C -1.503621 2.807101 1.242430 -6.078 0.308 -0.607
H -5.424721 1.631401 0.696730 0.430 -0.343 0.142
H -4.271821 1.040001 1.963330 -0.113 0.072 -0.513
H -3.933621 0.723601 0.211330 -0.270 0.333 0.395
H -4.593621 4.021601 -1.213570 0.377 0.103 0.022
H -3.101921 3.115401 -1.700270 -0.014 0.609 0.374
H -2.965421 4.797301 -1.039570 -0.254 -0.551 -0.153
H -5.185621 4.574101 1.851530 0.420 0.147 0.308
H -3.557421 5.349901 2.026630 -0.349 -0.463 0.103
H -4.032421 3.983801 3.118430 -0.072 0.322 -0.470
H -1.420221 2.397501 2.269930 -1.477 1.814 -0.473
H -0.945321 3.763501 1.178230 -4.918 -3.078 -1.184
Te -1.712921 -1.355299 -2.919970 -0.195 0.503 -2.457
C -2.525421 -2.735999 -4.303370 -0.144 0.033 -0.277
C -3.017921 -3.967399 -3.856270 -0.109 0.012 -0.628
C -3.550721 -4.881299 -4.771270 0.204 0.449 -0.240
C -3.591021 -4.565099 -6.133270 0.188 0.318 0.321
C -3.097921 -3.334999 -6.580670 -0.004 -0.200 0.509
C -2.564921 -2.420499 -5.666270 -0.305 -0.610 -0.051
C 0.189379 -2.240899 -3.197470 0.219 -0.120 0.252
C 1.045179 -1.762899 -4.196370 0.260 -0.573 0.215
C 2.300479 -2.351199 -4.382270 -0.330 -0.306 0.351
C 2.700579 -3.417599 -3.570370 -0.440 0.240 0.058
C 1.845179 -3.896199 -2.572470 -0.097 0.397 -0.350
C 0.589779 -3.308499 -2.385970 0.520 0.066 -0.322
H -2.986921 -4.215499 -2.803270 0.023 0.075 0.049
H -3.931521 -5.833499 -4.425370 -0.012 -0.033 0.010
H -4.003121 -5.272699 -6.841070 -0.013 -0.013 -0.012
H -3.128321 -3.090799 -7.634570 -0.002 0.008 -0.028
H -2.182921 -1.470099 -6.015670 -0.008 0.006 0.077
H 0.737879 -0.938899 -4.827170 -0.055 0.024 0.052
H 2.962079 -1.981499 -5.154970 0.014 0.034 0.002
H 3.671879 -3.872799 -3.714570 0.029 -0.001 -0.001
H 2.154679 -4.721899 -1.944770 0.010 -0.029 0.019
H -0.070321 -3.681999 -1.613870 -0.049 0.092 0.006
C -2.962721 -4.310199 1.049730 -0.181 -0.507 -0.537
N -2.459721 -3.041199 1.547630 -0.616 -0.329 3.202
C -2.514821 -2.756999 2.947830 0.267 0.172 -1.739
C -2.052021 -1.589499 3.404630 0.438 1.057 -0.128
C -1.493321 -0.624499 2.429430 0.509 1.662 2.028
N -1.460921 -0.918899 1.168430 0.119 0.103 0.389
C -1.930721 -2.107599 0.692130 0.292 0.513 -0.318
O -1.873621 -2.329199 -0.508570 0.006 -1.307 1.328
N -0.994121 0.622401 2.879830 -0.419 -3.639 0.519
H -3.354021 -4.944899 1.874230 0.339 0.646 -0.378
H -2.146321 -4.867399 0.542930 -0.556 0.346 0.175
H -3.789121 -4.132399 0.329130 0.588 -0.153 0.333
H -2.928621 -3.478499 3.647030 -0.009 -0.183 -0.557
H -2.086621 -1.358499 4.464930 0.018 -0.022 -0.197
H -1.017021 0.862401 3.881530 0.012 -0.404 -1.128
H -0.602921 1.302901 2.213230 -0.597 -1.446 0.506
H -1.378721 2.590701 -2.341170 0.356 -0.152 -0.472
```
Positions in Å, forces in eV/Å.

# 2
This record from OMol25 describes a structure of composition C39H39ClN8O3S3V. The level of theory is ωB97M-V/def2-TZVPD.

Properties
net charge	-1
LUMO (spin up / spin down)	2.170 / 2.187	eV
energy relative to the best compared isomer or geometry (same formula, charge and spin)	1.632	eV
gap between HOMO and LUMO (spin up / spin down)	6.297 / 6.463	eV
multiplicity	3
HOMO energy (spin up / spin down)	-4.1 / -4.3	eV

The geometry in XYZ format:
```
94
Properties=species:S:1:pos:R:3:forces:R:3
V -0.160943 -0.062760 0.215662 0.048 0.523 0.360
C -5.072513 -2.042271 0.676509 0.018 0.019 0.035
S -4.422466 -1.226707 2.146404 -0.037 -0.008 -0.016
C -2.920323 -0.510225 1.536123 -0.002 0.043 -0.031
S -2.680594 -0.186929 -0.158037 0.076 0.025 -0.005
N -2.077321 -0.190062 2.452117 -0.112 0.019 -0.007
N -0.941259 0.371359 1.913105 0.182 -0.290 -0.176
C -0.310833 1.332088 2.678907 -0.157 -0.327 0.038
C 0.414093 2.249344 2.036373 0.123 0.123 0.057
C 1.629347 2.859021 2.670095 -0.003 -0.020 0.006
C 2.566053 3.683345 1.760745 0.018 0.020 0.026
C 2.206285 3.627769 0.322596 -0.011 0.029 -0.049
C 1.173799 2.965087 -0.169707 -0.006 -0.014 0.104
N 0.182433 2.284251 0.598895 0.045 0.066 -0.112
H -5.964046 -2.575106 1.006169 -0.015 -0.010 -0.005
H -4.349636 -2.752344 0.279004 -0.007 -0.007 -0.010
H -5.337178 -1.319929 -0.091675 -0.006 -0.005 -0.009
H -0.330850 1.220153 3.758116 0.012 0.058 0.013
H 1.360901 3.378928 3.592366 -0.006 -0.001 0.008
H 2.703486 4.719687 2.077165 0.007 -0.001 0.000
H 2.882691 4.091141 -0.385491 0.002 0.003 -0.014
H 0.976541 2.932969 -1.229738 -0.014 0.001 -0.059
C 3.777216 2.746258 2.139728 0.028 -0.023 -0.022
C 4.497774 2.157972 0.969397 -0.035 -0.010 0.021
C 3.965387 1.135761 0.303429 0.007 -0.025 0.021
C 2.769720 0.416324 0.817692 -0.007 0.038 0.095
C 2.450965 0.555419 2.118200 0.010 0.034 -0.029
C 2.790208 1.797349 2.876888 0.003 -0.021 0.010
N 1.949425 -0.308627 -0.040585 -0.167 -0.085 -0.401
C 2.574595 -1.108914 -0.992915 -0.083 -0.031 0.188
C 3.788925 -1.764117 -0.727717 0.054 0.066 0.048
C 4.399083 -2.561368 -1.681763 -0.013 -0.018 -0.037
C 3.803808 -2.769073 -2.919857 0.008 0.006 0.034
C 2.590621 -2.143299 -3.187781 0.006 -0.009 0.013
C 1.993210 -1.317704 -2.250792 -0.044 0.030 -0.027
H 4.460603 3.249399 2.825023 0.002 0.008 -0.004
H 5.398987 2.642827 0.609004 0.009 0.002 -0.012
H 4.417714 0.776376 -0.612503 -0.004 0.008 -0.003
H 1.695701 -0.107232 2.524068 0.012 -0.015 -0.002
H 3.024823 1.609781 3.927799 -0.006 -0.013 -0.005
H 4.244145 -1.637924 0.248212 -0.009 -0.020 0.003
H 5.338243 -3.048050 -1.443543 0.009 -0.001 -0.004
H 4.273434 -3.405828 -3.658642 0.002 -0.003 -0.010
H 2.106533 -2.283463 -4.147283 0.003 0.002 -0.013
H 1.076799 -0.795513 -2.500582 0.034 -0.040 0.012
S -0.167016 1.785654 -3.209194 -0.107 -0.146 0.007
C -1.819094 1.540403 -3.311947 0.107 0.052 0.057
N -2.317170 0.268341 -3.191030 -0.105 -0.130 -0.074
C -3.621602 -0.023644 -3.264698 0.020 0.077 0.025
C -4.524709 0.972333 -3.492739 0.040 -0.009 -0.001
C -3.986237 2.267367 -3.572113 0.032 -0.007 -0.025
N -2.710166 2.554890 -3.490420 -0.049 0.017 -0.020
H -1.675905 -0.499775 -2.932000 0.046 0.096 0.035
H -3.875565 -1.062421 -3.111412 0.002 -0.020 0.000
H -5.583090 0.781316 -3.562266 -0.007 0.001 0.022
H -4.648804 3.118461 -3.703785 -0.017 -0.008 0.000
Cl -1.888193 4.482280 2.915869 -0.001 0.014 0.003
C -1.466802 5.193504 1.380886 -0.023 0.023 0.024
C -1.469148 6.579967 1.309269 0.004 0.032 -0.015
C -1.208545 7.207004 0.102841 -0.007 -0.021 0.017
C -0.967486 6.443744 -1.030615 0.006 -0.017 -0.002
C -0.964848 5.062658 -0.940093 0.029 0.040 -0.008
C -1.191592 4.403848 0.269574 -0.019 -0.031 -0.013
C -1.162400 2.895100 0.275427 -0.035 -0.052 0.004
H -1.688213 7.153412 2.199388 0.002 0.002 0.006
H -1.210411 8.288197 0.049134 0.000 0.006 0.001
H -0.781918 6.921057 -1.983872 -0.001 0.002 -0.007
H -0.784842 4.461881 -1.825685 -0.013 -0.004 0.005
H -1.886658 2.479920 0.970004 0.024 -0.011 -0.034
H -1.422220 2.554988 -0.725170 -0.013 -0.010 -0.012
C -2.237811 -4.407789 2.232285 0.021 -0.006 -0.008
C -0.842249 -4.995533 2.058973 -0.045 0.007 -0.008
C -0.129412 -4.493144 0.793819 -0.151 -0.020 0.094
C 1.291029 -5.095534 0.724877 0.014 -0.004 0.018
C 1.999301 -4.876679 -0.604529 0.012 -0.007 -0.001
C -0.882288 -4.979675 -0.421394 -0.006 0.016 0.003
O -1.204873 -6.139122 -0.588346 0.003 0.003 -0.004
N -1.146040 -4.031093 -1.369753 -0.012 0.042 -0.019
C -0.859040 -2.663726 -1.298186 0.032 -0.012 -0.130
O -1.121289 -2.002591 -2.308011 -0.033 -0.079 0.068
N -0.335552 -2.154418 -0.172785 0.028 -0.122 0.030
C -0.007894 -2.968748 0.885500 0.214 0.107 -0.096
O 0.421510 -2.486455 1.916452 0.035 0.017 0.012
H -2.709178 -4.789660 3.138460 -0.011 0.003 0.009
H -2.883600 -4.674838 1.391127 -0.008 0.005 -0.004
H -2.207670 -3.319733 2.315585 0.000 -0.006 0.005
H -0.893426 -6.083890 1.994986 0.009 -0.001 0.000
H -0.215119 -4.727152 2.909583 0.005 -0.002 -0.003
H 1.195963 -6.164796 0.928966 0.003 0.004 0.001
H 1.858765 -4.644638 1.541300 -0.006 -0.005 0.003
H 1.504974 -5.421430 -1.411969 0.002 0.000 -0.002
H 3.029220 -5.229844 -0.550353 0.007 0.000 -0.009
H 2.036912 -3.820921 -0.875256 -0.002 0.005 -0.004
H -1.555209 -4.344244 -2.237901 0.003 0.029 0.019
```
Positions in Å, forces in eV/Å.

# 3
This record from OMol25 describes a structure of composition C39H39N2O2PRuS2Se. The level of theory is ωB97M-V/def2-TZVPD.

Properties
net charge	+2
LUMO (spin up / spin down)	-5.640 / -7.949	eV
energy relative to the best compared isomer or geometry (same formula, charge and spin)	0.000	eV
gap between HOMO and LUMO (spin up / spin down)	7.396 / 5.484	eV
multiplicity	5
HOMO energy (spin up / spin down)	-13.0 / -13.4	eV

The geometry in XYZ format:
```
87
Properties=species:S:1:pos:R:3:forces:R:3
Ru 0.156308 0.006888 1.269060 0.236 0.011 0.403
O -2.326613 -0.079716 2.526105 -0.039 0.123 -0.216
N -1.474616 0.940770 2.098928 0.030 -0.117 0.123
C -1.732525 2.085235 2.598993 0.156 -0.061 -0.177
C -0.968972 3.314783 2.392456 -0.146 -0.104 0.036
C -1.437565 4.408691 3.121820 0.059 0.103 -0.006
C -0.831423 5.652261 3.020607 -0.018 -0.091 -0.021
C 0.251135 5.809818 2.173133 -0.005 0.017 0.022
C 0.723379 4.728827 1.438877 0.031 0.043 0.014
C 0.135248 3.473944 1.536357 0.095 0.115 -0.014
P 0.804326 2.177642 0.447155 -0.101 -0.003 0.077
C 2.596645 2.332508 0.530544 0.000 -0.067 -0.029
C 3.191517 2.523735 1.779578 0.025 0.017 0.041
C 4.571309 2.496285 1.899602 0.003 0.010 0.020
C 5.364146 2.266655 0.782346 -0.008 -0.019 -0.049
C 4.776112 2.058841 -0.457390 0.014 0.040 0.028
C 3.395475 2.083555 -0.585109 -0.012 0.047 -0.039
C 0.204340 2.610586 -1.197883 0.000 0.045 -0.021
C -0.988272 2.040539 -1.638822 -0.013 -0.020 -0.030
C -1.545966 2.435320 -2.845420 0.002 -0.035 0.032
C -0.914594 3.399472 -3.615757 0.002 0.038 -0.044
C 0.270116 3.977953 -3.177877 -0.002 -0.021 0.002
C 0.827617 3.592734 -1.969820 0.026 0.004 0.010
H -2.909193 -0.221732 1.719013 -0.052 -0.024 0.059
H -2.602457 2.124003 3.248480 -0.004 0.063 0.010
H -2.287311 4.280495 3.780412 -0.005 -0.007 -0.005
H -1.204770 6.487235 3.596908 -0.004 -0.007 0.004
H 0.737452 6.771591 2.080020 -0.007 -0.001 0.001
H 1.578669 4.876892 0.790724 -0.010 -0.035 -0.006
H 2.586136 2.700597 2.661105 -0.034 0.005 -0.013
H 5.027785 2.662178 2.866352 0.001 -0.012 0.000
H 6.441622 2.248028 0.879960 0.001 0.018 -0.005
H 5.388869 1.875855 -1.330054 0.008 0.004 0.014
H 2.952170 1.902709 -1.555700 -0.038 0.035 0.013
H -1.497176 1.294776 -1.039354 0.020 -0.037 0.040
H -2.471732 1.987438 -3.182504 -0.001 0.005 -0.010
H -1.346927 3.707373 -4.558554 0.004 -0.007 0.003
H 0.760320 4.733037 -3.777478 -0.010 0.003 0.004
H 1.745199 4.060735 -1.636951 0.011 -0.018 0.022
S 1.061088 -0.576249 3.403213 0.101 0.098 0.045
C 2.348174 -0.931661 2.310944 -0.042 0.109 0.061
N 1.981874 -0.828613 1.037804 -0.010 0.062 -0.073
C 3.038781 -1.021589 0.155693 -0.028 -0.016 0.009
C 2.978967 -0.989373 -1.232410 0.126 -0.034 0.036
C 4.152601 -1.206667 -1.930541 -0.034 -0.021 -0.002
C 5.354511 -1.459725 -1.263164 -0.005 0.006 -0.044
C 5.414567 -1.502979 0.118937 0.005 -0.015 -0.035
C 4.239680 -1.276978 0.822625 -0.019 -0.048 -0.054
S 4.000808 -1.276165 2.558913 -0.020 0.003 -0.025
H 2.045403 -0.792031 -1.744326 -0.028 -0.009 0.023
H 4.139789 -1.185729 -3.012077 0.015 -0.008 0.001
H 6.252916 -1.633421 -1.839741 0.007 -0.001 0.017
H 6.347082 -1.712218 0.625481 -0.012 0.010 0.021
C -0.726222 -7.603215 -0.408439 -0.022 -0.063 -0.002
C -0.794623 -6.113948 -0.430105 0.003 0.058 0.027
C -1.012746 -5.415959 -1.619481 0.055 0.025 0.028
C -1.048093 -4.039015 -1.664124 0.017 -0.042 0.045
C -1.329233 -3.382778 -2.985518 -0.033 -0.014 -0.055
C -0.844169 -3.313935 -0.442694 -0.026 -0.108 -0.144
Se -0.828276 -1.475573 -0.591687 -0.173 0.048 -0.287
C -0.673893 -4.011741 0.787884 -0.026 -0.042 0.048
C -0.539310 -3.314080 2.105584 0.025 -0.045 0.033
C -0.641966 -5.386077 0.757852 -0.051 0.030 0.026
H -1.035320 -8.039125 -1.355620 0.003 0.007 0.002
H -1.351726 -8.008112 0.388357 0.010 0.002 -0.002
H 0.298335 -7.923378 -0.202902 -0.002 -0.003 0.001
H -1.155664 -5.974959 -2.535987 0.008 0.008 -0.004
H -1.092851 -4.071954 -3.794016 -0.034 0.005 0.004
H -0.767370 -2.467047 -3.149406 0.048 0.019 0.045
H -2.391469 -3.137374 -3.065768 0.007 0.042 0.019
H -1.106603 -2.385149 2.154346 -0.025 -0.058 -0.012
H 0.506427 -3.080881 2.319875 -0.052 -0.035 -0.047
H -0.897810 -3.959507 2.905904 0.036 -0.009 0.022
H -0.516957 -5.925885 1.689337 0.010 -0.004 -0.006
C -5.170166 -0.714758 -1.385840 0.006 -0.044 -0.032
C -5.527334 0.713419 -0.967279 -0.044 0.064 -0.005
C -4.397345 1.103238 -0.009334 0.019 -0.020 0.012
O -3.692092 -0.123654 0.306664 -0.010 -0.027 0.020
C -4.494096 -1.238973 -0.137638 0.018 0.000 0.028
H -4.463281 -0.718258 -2.218135 0.014 0.021 0.004
H -6.039568 -1.300705 -1.676204 -0.012 0.001 0.027
H -6.486168 0.727631 -0.450198 0.009 -0.021 0.012
H -5.601562 1.397629 -1.809828 0.015 -0.007 -0.009
H -4.770114 1.545819 0.916412 -0.015 0.006 -0.014
H -3.671039 1.782440 -0.458635 -0.031 0.006 -0.001
H -5.219195 -1.498157 0.639588 -0.005 -0.003 -0.022
H -3.820525 -2.081118 -0.294174 -0.017 0.007 -0.025
```
Positions in Å, forces in eV/Å.

| no. | DFT total energy (eV) |
| --- | --- |
| 1 | -202248.62767 |
| 2 | -129858.98870 |
| 3 | -147024.51074 |